No. 1
Below is 2 unconnected molecules or ions with the total composition C19H27N3O6 at a distorted geometry, with properties calculated with ωB97M-V with the def2-TZVPD basis set.

Computed properties:
Molar mass ... 393.440 Da
Structure (SMILES) ... CNC(=O)[C@H](Cc1ccc(O)cc1)NC(C)=O.CC(=O)N1CCC[C@@H]1C(=O)O
Relative energy (zero: lowest compared OMol25 entry of this formula, charge and spin) ... 42.0 kcal per mole
Highest occupied orbital energy ... -9.0 eV
E_LUMO ... 0.0113 hartree
Gap between HOMO and LUMO ... 9.27 eV

```
55
Properties=species:S:1:pos:R:3:forces:R:3
C -1.522568 -2.866405 -3.432729 0.294 -0.031 0.203
N -0.215209 -3.523633 -3.437664 -1.187 0.545 -0.575
C 0.494390 -3.961396 -2.392321 1.311 -0.484 0.218
O 1.588378 -4.474953 -2.594985 -0.147 0.047 0.512
C -0.033418 -3.801951 -0.949270 -0.175 -0.395 0.161
C 0.588982 -2.579296 -0.260173 0.045 0.372 -0.134
C 0.106098 -1.253841 -0.814604 -0.022 0.103 -0.159
C -1.121260 -0.721437 -0.372111 0.592 0.813 -0.918
C -1.588614 0.503722 -0.885269 0.990 -0.711 -0.237
C -0.824922 1.198387 -1.847653 -0.057 -0.839 0.810
O -1.256770 2.388982 -2.335311 0.575 0.116 -0.588
C 0.399877 0.661577 -2.294591 -0.454 -0.365 0.450
C 0.865094 -0.564038 -1.779858 -1.248 0.659 0.299
N 0.239738 -4.994079 -0.136038 0.306 1.921 -0.706
C -0.467074 -6.122330 -0.106974 -0.705 -1.696 0.323
C -1.739056 -6.237607 -0.925253 0.305 0.142 0.099
O -0.110658 -7.059354 0.589106 0.112 -0.037 0.076
H -1.837156 -2.673036 -4.459944 0.118 -0.116 0.137
H -2.268618 -3.502454 -2.953671 -0.089 0.061 -0.049
H -1.465057 -1.911111 -2.908248 -0.133 -0.004 -0.032
H 0.234960 -3.663792 -4.330096 0.073 -0.025 0.159
H -1.108766 -3.641899 -0.979859 -0.165 -0.067 0.056
H 0.341019 -2.608535 0.802349 -0.040 -0.215 -0.003
H 1.675950 -2.634906 -0.342143 0.040 -0.091 -0.023
H -1.705932 -1.253090 0.366411 -0.025 -0.027 0.066
H -2.527248 0.913322 -0.544496 -0.130 0.086 0.042
H -1.924513 2.794942 -1.780600 -0.171 -0.134 0.207
H 0.974311 1.203376 -3.031493 0.014 0.079 -0.029
H 1.802425 -0.976593 -2.129925 0.024 0.000 0.014
H 1.102638 -5.016511 0.383131 0.091 -0.068 -0.057
H -2.165220 -7.227500 -0.767258 0.149 0.134 0.037
H -1.503621 -6.111949 -1.979871 -0.151 0.132 -0.175
H -2.454049 -5.484939 -0.600218 -0.144 0.116 -0.154
C 0.917673 6.598289 2.230648 0.035 -0.549 0.298
C 0.998546 5.484885 1.194796 0.164 -0.111 -0.916
O 1.016425 5.798616 0.013040 -0.052 -0.426 0.213
N 1.088506 4.143042 1.553753 -0.471 1.395 1.230
C 1.141947 3.079681 0.560471 -0.078 -0.183 -0.195
C 0.933408 1.814719 1.381443 -0.157 -0.121 -0.003
C 1.447178 2.180384 2.769206 0.151 -0.517 0.204
C 1.070665 3.656347 2.939571 0.221 -0.022 0.229
C -0.285716 3.796863 3.668636 -0.981 0.754 -1.692
O -1.293641 4.083129 3.042006 0.871 -0.449 1.076
O -0.284388 3.618003 5.008675 0.318 -0.028 -0.732
H 1.727979 6.503762 2.956071 -0.092 0.004 0.138
H 1.006206 7.570916 1.739315 -0.009 -0.412 -0.111
H -0.041792 6.559924 2.751118 0.086 -0.054 0.084
H 2.117977 3.067623 0.063970 -0.112 0.123 -0.063
H 0.360799 3.187862 -0.198158 0.235 0.217 0.069
H -0.134245 1.578607 1.430797 0.132 -0.021 -0.036
H 1.460916 0.956668 0.953906 -0.177 0.100 0.061
H 1.015845 1.540427 3.545946 0.162 0.158 -0.031
H 2.536417 2.071376 2.801390 -0.144 0.084 0.075
H 1.831115 4.159364 3.543995 -0.130 0.063 0.014
H -1.205948 3.751841 5.281035 0.032 -0.029 0.058
```
Positions in Å, forces in eV/Å.

No. 2
Below is 3 unconnected molecules or ions with the total composition C24H47ClF3NO10P3S at a distorted geometry, with properties calculated with ωB97M-V with the def2-TZVPD basis set.

Computed properties:
Molar mass ... 727.073 Da
Charge ... +1
Highest occupied orbital energy ... -10.8 eV
E_LUMO ... -0.1810 hartree
Gap between HOMO and LUMO ... 5.91 eV

```
90
Properties=species:S:1:pos:R:3:forces:R:3
C 1.709373 -0.426621 4.735793 -0.328 0.266 -0.059
C 1.125297 0.943855 4.460173 0.029 0.007 0.036
C 2.105478 2.086069 4.576240 0.012 -0.550 -0.528
C -0.148391 1.145257 4.111258 0.387 -0.222 0.136
C -1.285458 0.188411 4.343493 -0.251 0.355 -0.372
C -1.862756 -0.420054 3.052879 0.613 -0.401 0.783
C -0.972144 -1.575050 2.569802 0.034 -0.031 -0.132
C -1.149007 -2.848874 3.423441 0.018 0.553 -0.145
C -1.212285 -1.802744 1.066560 0.698 0.298 0.327
C -0.450032 -0.724290 0.237211 -0.956 -0.876 0.259
C 0.372079 -1.260842 -0.918929 -0.493 2.135 -0.998
C 0.696952 -0.097186 -1.886268 0.158 -0.122 -0.495
C 1.859593 -0.617152 -2.751803 0.796 0.125 1.618
Cl 1.353757 -1.692885 -4.066600 0.016 -0.054 0.030
C 2.958600 0.367561 -3.149285 -0.452 0.445 -0.665
C 2.464799 1.615989 -3.926812 1.019 -0.106 0.738
C 2.336094 2.781654 -3.005706 -0.983 -0.288 -0.003
F 3.458165 3.279371 -2.469865 0.402 0.122 -0.395
C 1.193222 3.346612 -2.655563 0.805 0.014 -0.238
F 1.130400 4.515592 -2.076799 -0.391 0.056 0.528
F 0.022553 2.795135 -2.884763 -0.464 0.256 -0.278
C 2.540458 -1.453287 -1.666668 -0.566 0.179 -1.534
N 1.764583 -1.756099 -0.697368 0.075 -1.296 0.261
P 2.500361 -2.681857 0.599090 2.209 -0.151 1.957
O 1.396546 -3.247579 1.555567 -0.417 0.143 -0.788
O 3.115146 -3.940908 -0.152725 -0.757 0.221 -0.559
S 3.886299 -1.721503 1.508889 -0.338 0.375 -0.278
H 2.644462 -0.358018 5.287845 -0.055 -0.121 0.129
H 1.931101 -0.877830 3.763165 0.201 -0.063 0.048
H 1.006262 -1.090066 5.237980 0.115 -0.027 0.143
H 2.657310 1.952900 5.507447 0.009 0.211 0.043
H 2.837681 2.036892 3.763759 0.094 0.168 0.063
H 1.605205 3.050289 4.574613 0.056 0.049 -0.043
H -0.368723 2.106689 3.652747 -0.341 0.156 0.446
H -0.984679 -0.585253 5.049360 -0.023 -0.098 -0.074
H -2.070321 0.757678 4.849592 -0.030 -0.020 -0.015
H -1.908871 0.384315 2.315066 -0.287 -0.113 -0.138
H -2.848806 -0.841937 3.260206 -0.177 0.252 -0.263
H 0.061933 -1.235186 2.695503 0.017 0.086 -0.117
H -0.182749 -3.269060 3.708954 -0.034 -0.220 -0.133
H -1.721054 -3.594545 2.872864 -0.026 -0.168 0.231
H -1.631224 -2.598369 4.368483 -0.205 -0.158 -0.054
H -2.285678 -1.733805 0.887689 0.000 -0.079 -0.163
H -0.890308 -2.796231 0.753233 -0.088 -0.068 0.143
H -1.230065 -0.125518 -0.239421 0.250 0.197 -0.180
H 0.102219 -0.032144 0.877031 0.259 -0.126 -0.049
H -0.192794 -1.947738 -1.553503 0.185 -0.692 0.559
H -0.198986 0.189269 -2.429600 0.118 0.079 -0.175
H 1.099303 0.770746 -1.357649 -0.254 -0.025 0.254
H 3.727871 -0.163687 -3.711721 -0.117 -0.102 -0.071
H 3.448071 0.725363 -2.236727 -0.036 -0.059 0.051
H 3.268156 1.893109 -4.613370 -0.194 -0.020 -0.243
H 1.551414 1.452331 -4.491358 -0.022 -0.049 -0.006
H 3.592444 -1.690793 -1.780089 -0.019 -0.413 0.527
H 1.629877 -2.977802 2.461118 -0.341 -0.003 0.078
H 3.971585 -4.095984 0.280109 0.050 -0.175 -0.184
C 0.483286 -8.647208 1.308722 -0.059 -0.228 0.048
O -0.444178 -7.650191 1.787263 1.661 0.782 -2.089
P -1.395595 -6.890960 0.697997 -5.172 -0.394 2.172
O -1.982525 -5.783159 1.481374 0.929 0.279 -0.130
O -2.373905 -8.132028 0.438770 -0.017 0.175 -0.446
C -3.167537 -8.617709 1.524711 0.056 -0.264 0.192
O -1.521803 -6.446824 -0.860039 2.644 -0.663 0.331
C -0.642874 -5.392604 -1.265994 0.032 0.229 -0.037
H 0.884283 -9.165551 2.174908 -0.048 0.079 0.060
H -0.020073 -9.371010 0.664594 -0.034 0.043 0.011
H 1.302704 -8.178313 0.763590 0.027 -0.017 0.030
H -3.287213 -7.867599 2.305408 0.037 0.063 -0.050
H -2.706171 -9.511873 1.945037 0.022 0.028 0.027
H -4.143667 -8.882359 1.126365 0.022 0.043 -0.072
H 0.397241 -5.661444 -1.068230 0.052 0.100 -0.104
H -0.896236 -4.474287 -0.729964 -0.004 -0.038 0.033
H -0.770115 -5.233244 -2.333899 -0.079 -0.129 0.000
C -0.574814 6.955739 -2.267212 -0.104 -0.087 -0.044
O -1.651348 7.885743 -2.064957 2.358 0.999 -0.817
P -1.980330 8.962843 -3.259433 -5.382 -0.261 -0.808
O -2.919421 9.898454 -2.619394 0.742 0.124 0.437
O -2.671732 7.886586 -4.241147 0.211 0.181 -0.334
C -3.871189 7.251949 -3.806960 -0.010 -0.252 0.119
O -1.341602 9.730283 -4.529129 2.254 -0.975 1.409
C -0.378847 10.766433 -4.242921 -0.030 0.255 -0.037
H -0.622515 6.215714 -1.474006 -0.086 0.086 0.069
H -0.671636 6.448732 -3.231226 -0.034 0.040 0.004
H 0.386649 7.468513 -2.218534 0.032 -0.070 0.034
H -4.374790 7.826000 -3.029755 0.045 0.060 -0.009
H -3.644144 6.251653 -3.431696 -0.011 0.019 0.047
H -4.528426 7.160411 -4.668921 0.039 0.048 -0.032
H 0.453105 10.379828 -3.654142 0.030 0.026 -0.014
H -0.858882 11.587931 -3.712013 -0.038 -0.056 0.033
H 0.003987 11.125362 -5.193734 -0.069 -0.077 -0.047
```
Positions in Å, forces in eV/Å.

No. 3
Below is 2 unconnected molecules or ions with the total composition C4H13NO2 at a distorted geometry, with properties calculated with ωB97M-V with the def2-TZVPD basis set.

Computed properties:
Spin multiplicity ... 2
Molar mass ... 107.153 Da
Relative energy (zero: lowest compared OMol25 entry of this formula, charge and spin) ... 49.1 kcal per mole
Charge ... +1
Highest occupied orbital energy (alpha / beta) ... -14.6 / -14.6 eV
E_LUMO (alpha / beta) ... -0.1073 / -0.3088 hartree
Gap between HOMO and LUMO (alpha / beta) ... 11.73 / 6.21 eV

```
20
Properties=species:S:1:pos:R:3:forces:R:3
C 0.627305 -0.677923 1.655051 0.744 -2.046 -0.854
N 0.700650 0.150364 0.420242 -3.773 1.629 4.368
C 1.326531 1.434967 0.813144 2.176 -0.636 -2.509
C -0.692467 0.260410 -0.072002 1.190 -0.340 -2.176
C -0.820573 1.184415 -1.288304 -2.316 -0.077 -0.844
O -1.700438 0.552115 -2.244101 0.665 -0.089 0.428
H 1.631744 -1.065016 1.840583 -0.151 0.137 0.447
H 0.193588 -0.161510 2.509219 0.498 0.843 -0.085
H -0.073440 -1.516285 1.561236 0.366 -0.011 -0.615
H 0.693889 1.971070 1.504121 -0.210 -0.071 0.335
H 1.537952 2.037345 -0.076030 -0.510 0.089 0.079
H 2.332054 1.178907 1.155078 -0.313 0.231 0.699
H -1.379934 0.557107 0.729600 0.516 0.092 0.381
H -1.007318 -0.751832 -0.364138 0.089 0.104 -0.068
H 0.086833 1.408476 -1.839276 0.257 -0.080 0.298
H -1.374378 2.099771 -1.044297 0.886 0.222 0.379
H -2.591728 0.644678 -1.894533 -0.183 -0.062 -0.266
H -0.000250 -3.410239 -1.791171 -0.545 -0.383 -0.042
H 0.645504 -2.681245 -0.720540 0.459 0.143 0.500
O -0.135531 -3.215572 -0.853879 0.155 0.306 -0.454
```
Positions in Å, forces in eV/Å.

Across the entries above, total energy takes the values -1355.9861; -3931.7225; -365.0687 a.u., respectively.